C25H25Cl3N4O3S5SiTc as an isolated structure at a distorted geometry, computed with the ωB97M-V functional and the def2-TZVPD basis.

The geometry in ORCA input format:
```
! RIJCOSX wB97M-V def2-TZVPD def2/J DEFGRID3
* xyz 2 4
Tc 1.07 -0.70 0.46
C 2.91 -3.99 2.53
C 3.67 -2.82 1.93
S 3.02 -2.07 0.39
C 2.63 -3.54 -0.67
C 1.24 -4.14 -0.51
S -0.07 -2.96 0.07
C -0.81 -3.87 1.48
C 0.10 -4.58 2.46
S 1.32 -3.51 3.31
H 3.53 -4.37 3.34
H 2.74 -4.78 1.81
H 4.68 -3.14 1.69
H 3.71 -1.99 2.63
H 3.40 -4.27 -0.47
H 2.76 -3.16 -1.68
H 1.25 -4.97 0.19
H 0.89 -4.51 -1.47
H -1.48 -4.61 1.03
H -1.40 -3.11 1.99
H 0.62 -5.42 2.02
H -0.54 -4.97 3.26
N -2.82 0.55 -1.85
C -3.80 1.16 -1.08
C -4.70 2.03 -1.67
C -5.62 2.71 -0.89
C -5.61 2.57 0.50
C -4.73 1.68 1.10
C -3.86 0.95 0.31
S -2.81 -0.25 1.04
N -1.69 -0.55 -0.12
C -1.75 -0.11 -1.34
C -0.60 -0.32 -2.24
C -0.76 -0.25 -3.62
C 0.35 -0.20 -4.44
C 1.60 -0.23 -3.86
C 1.68 -0.42 -2.49
N 0.62 -0.49 -1.70
H -2.70 0.97 -2.77
H -4.68 2.17 -2.74
H -6.34 3.36 -1.36
H -6.28 3.15 1.10
H -4.72 1.55 2.16
H -1.74 -0.24 -4.07
H 0.23 -0.13 -5.51
H 2.50 -0.12 -4.45
H 2.65 -0.51 -2.01
O -1.11 2.61 -1.63
S -0.76 2.70 -0.24
O -1.86 2.69 0.68
N 0.24 1.43 0.11
C 1.47 1.84 0.32
O 2.33 0.96 0.57
C 1.68 3.29 0.27
C 2.86 3.99 0.46
C 2.79 5.38 0.43
C 1.59 6.03 0.23
C 0.40 5.32 0.02
C 0.48 3.95 0.04
H 3.79 3.47 0.62
H 3.69 5.96 0.58
H 1.56 7.11 0.23
H -0.53 5.83 -0.16
Cl 2.17 -0.38 4.10
Si 0.57 -0.23 2.84
Cl -0.02 1.74 3.00
Cl -1.02 -1.24 3.68
*
```

For the energy above the lowest of the compared OMol25 structures with the same formula, charge and spin, the calculation gives 36.2 kcal/mol. As for the HOMO-LUMO gap (spin up / spin down): 7.039 / 5.128 eV.

Atom charges from the Löwdin analysis, given in e for atoms 1 to 6:
1. Tc 0.9087
2. C -0.4796
3. C -0.4642
4. S 0.8595
5. C -0.4306
6. C -0.4179

C25H25F4N4O2Pd as an isolated structure, computed with the ωB97M-V functional and the def2-TZVPD basis.

The geometry in ORCA input format:
```
! RIJCOSX wB97M-V def2-TZVPD def2/J DEFGRID3
* xyz 3 1
Pd -0.34 -0.35 -0.93
C -0.20 -2.66 -3.55
C -1.54 -2.50 -2.85
N -1.49 -2.04 -1.41
C -2.90 -1.92 -0.90
C -3.65 -0.73 -1.45
C -0.73 -3.07 -0.64
C -0.58 -2.71 0.82
N -0.52 -1.24 0.96
C -0.50 -0.67 2.11
C -0.69 0.80 2.19
F -1.18 1.40 1.14
C -0.51 1.47 3.36
F -0.71 2.77 3.41
C -0.13 0.78 4.51
C 0.01 -0.63 4.53
F 0.34 -1.23 5.63
C -0.22 -1.35 3.39
F -0.07 -2.64 3.40
H -0.40 -2.93 -4.58
H 0.41 -3.46 -3.14
H 0.38 -1.74 -3.56
H -2.06 -3.46 -2.83
H -2.18 -1.82 -3.38
H -2.85 -1.85 0.18
H -3.41 -2.86 -1.14
H -3.13 0.21 -1.26
H -4.62 -0.67 -0.96
H -3.86 -0.82 -2.52
H 0.25 -3.17 -1.10
H -1.24 -4.04 -0.73
H 0.33 -3.16 1.21
H -1.40 -3.08 1.44
H 0.02 1.32 5.44
O 3.32 3.47 5.16
C 2.97 2.27 4.73
O 2.78 1.35 5.48
C 2.66 2.07 3.26
C 2.74 0.75 2.80
C 2.28 0.41 1.55
C 1.72 1.41 0.73
C 1.73 2.74 1.14
C 2.22 3.07 2.39
N 1.13 1.07 -0.52
C 1.55 1.67 -1.57
C 0.84 1.46 -2.82
C 1.13 2.17 -3.97
C 0.29 2.04 -5.07
C -0.81 1.21 -4.96
C -1.02 0.50 -3.78
N -0.20 0.59 -2.74
H 3.60 4.08 4.47
H 3.15 0.00 3.47
H 2.36 -0.61 1.19
H 1.31 3.51 0.50
H 2.17 4.10 2.71
H 2.39 2.36 -1.53
H 1.98 2.84 -3.99
H 0.48 2.58 -5.98
H -1.52 1.09 -5.78
H -1.87 -0.16 -3.68
*
```

For the energy above the lowest of the compared OMol25 structures with the same formula, charge and spin, the calculation gives 26.8 kcal/mol. As for the HOMO-LUMO gap (spin up / spin down): 5.079 / 5.080 eV.

Atom charges from the Löwdin analysis, given in e for atoms 1 to 6:
1. Pd 1.0793
2. C -0.0532
3. C -0.2125
4. N -0.2576
5. C -0.2063
6. C -0.0562

C25H26BrN4NaO3Si as an isolated structure at a distorted geometry, computed with the ωB97M-V functional and the def2-TZVPD basis.

The geometry in ORCA input format:
```
! RIJCOSX wB97M-V def2-TZVPD def2/J DEFGRID3
* xyz -2 1
Na 1.33 9.67 17.73
O 1.43 9.49 20.07
C 1.90 8.73 20.99
C 1.20 8.66 22.28
C 1.58 7.80 23.24
C 2.68 6.94 23.05
C 3.41 7.05 21.88
C 3.05 7.89 20.82
C 3.70 7.70 19.57
N 3.40 8.26 18.36
C 4.14 7.63 17.46
C 4.96 6.69 18.05
N 4.71 6.78 19.40
H 0.33 9.33 22.37
H 1.03 7.71 24.19
H 2.94 6.14 23.77
H 4.32 6.47 21.82
H 4.06 7.88 16.39
H 5.60 6.01 17.55
H 4.99 6.12 20.09
C -1.69 10.33 20.29
C -1.66 11.15 19.05
C -2.81 11.90 18.74
C -2.80 12.68 17.59
C -1.67 12.66 16.76
C -0.48 11.96 17.18
N -0.61 11.14 18.26
N 0.64 11.98 16.53
Si 1.03 12.45 14.93
C 2.81 12.12 14.55
C 0.86 14.31 14.75
C -0.08 11.62 13.66
H -1.82 10.99 21.16
H -0.78 9.75 20.44
H -2.56 9.67 20.20
H -3.69 11.85 19.35
H -3.71 13.30 17.31
H -1.61 13.27 15.87
H 3.51 12.41 15.28
H 2.96 12.66 13.60
H 2.86 11.04 14.31
H 1.74 14.89 15.10
H -0.02 14.76 15.25
H 0.71 14.47 13.66
H 0.61 11.36 12.82
H -0.85 12.31 13.36
H -0.55 10.71 14.01
Br 1.44 6.25 12.24
C 0.08 6.62 13.50
C -1.02 5.79 13.51
C -1.91 5.89 14.61
C -1.75 6.85 15.56
C -0.73 7.77 15.47
C 0.24 7.69 14.44
C 1.42 8.63 14.38
O 1.81 9.01 13.27
O 1.90 9.03 15.48
H -1.11 5.07 12.72
H -2.76 5.17 14.72
H -2.41 6.97 16.44
H -0.70 8.58 16.23
*
```

As for the HOMO-LUMO gap: 5.190 eV.

Atom charges from the Löwdin analysis, given in e for atoms 1 to 6:
1. Na 0.3578
2. O -0.1071
3. C -0.3581
4. C -0.0374
5. C -0.1660
6. C -0.1608

C25H26Cl3N7O2S2SiTc as an isolated structure at a distorted geometry, computed with the ωB97M-V functional and the def2-TZVPD basis.

The geometry in ORCA input format:
```
! RIJCOSX wB97M-V def2-TZVPD def2/J DEFGRID3
* xyz 2 2
Tc -0.70 -0.01 -0.01
C 2.25 -4.46 -1.09
C 1.64 -3.46 -2.02
C 1.55 -3.70 -3.40
C 1.02 -2.71 -4.21
C 0.62 -1.52 -3.64
C 0.74 -1.35 -2.25
N 1.19 -2.33 -1.50
N 0.34 -0.11 -1.67
Si 0.77 1.39 -2.67
C 2.45 1.11 -3.41
C 0.80 2.83 -1.47
C -0.58 1.71 -3.94
H 2.54 -5.37 -1.61
H 1.58 -4.72 -0.27
H 3.15 -4.02 -0.64
H 1.90 -4.63 -3.82
H 0.91 -2.87 -5.27
H 0.20 -0.73 -4.25
H 3.19 0.89 -2.64
H 2.77 2.02 -3.92
H 2.46 0.30 -4.13
H 1.30 2.58 -0.54
H -0.20 3.20 -1.25
H 1.35 3.65 -1.93
H -0.44 1.13 -4.86
H -0.56 2.76 -4.22
H -1.57 1.49 -3.55
N -1.67 3.46 1.86
C -0.53 3.31 2.64
C -0.08 4.03 3.74
C 1.09 3.60 4.32
C 1.80 2.50 3.80
C 1.36 1.80 2.70
C 0.16 2.21 2.12
N -0.60 1.71 1.06
C -1.68 2.49 0.95
C -2.66 2.18 -0.06
C -3.85 2.75 -0.39
S -4.60 1.85 -1.63
C -3.30 0.77 -1.65
N -2.35 1.06 -0.80
H -2.41 4.12 2.03
H -0.63 4.88 4.12
H 1.48 4.12 5.18
H 2.71 2.19 4.29
H 1.92 0.97 2.30
H -4.32 3.62 0.04
H -3.27 -0.09 -2.31
S 0.88 -1.21 1.33
C -0.01 -2.24 2.39
N -0.94 -3.12 1.92
C -1.64 -3.93 2.75
C -1.41 -3.88 4.08
C -0.41 -2.99 4.51
N 0.27 -2.22 3.68
H -1.14 -3.13 0.94
H -2.36 -4.59 2.29
H -1.95 -4.50 4.78
H -0.16 -2.90 5.56
Cl -4.57 -1.37 3.90
C -4.30 -0.45 2.43
Cl -4.90 -1.36 1.04
Cl -5.16 1.10 2.53
C -2.76 -0.13 2.32
O -2.26 0.53 3.19
O -2.18 -0.66 1.29
*
```

As for the HOMO-LUMO gap (spin up / spin down): 5.831 / 6.679 eV.

Atom charges from the Löwdin analysis, given in e for atoms 1 to 6:
1. Tc 1.3607
2. C -0.0156
3. C -0.3075
4. C 0.0171
5. C -0.0220
6. C -0.0355

C25H26N3O4RuS as an isolated structure, computed with the ωB97M-V functional and the def2-TZVPD basis.

The geometry in ORCA input format:
```
! RIJCOSX wB97M-V def2-TZVPD def2/J DEFGRID3
* xyz 3 5
Ru 0.77 -0.58 0.61
O 1.20 -1.76 2.21
C 0.53 -2.67 2.80
C 0.94 -3.04 4.13
C 0.25 -4.00 4.82
C -0.85 -4.63 4.23
C -1.26 -4.30 2.93
C -0.59 -3.35 2.19
C -0.95 -3.07 0.81
N -0.57 -2.01 0.07
C -1.15 -2.13 -1.17
C -1.89 -3.27 -1.19
N -1.74 -3.84 0.05
H 1.78 -2.52 4.55
H 0.55 -4.27 5.83
H -1.41 -5.37 4.78
H -2.12 -4.82 2.52
H -1.01 -1.38 -1.93
H -2.48 -3.73 -1.97
H -2.15 -4.72 0.32
C -3.43 3.40 -1.59
O -2.03 3.11 -1.71
C -1.65 2.23 -2.66
C -2.50 1.37 -3.34
C -2.01 0.53 -4.32
C -0.65 0.53 -4.65
C 0.20 1.38 -3.99
C -0.29 2.21 -2.99
N 0.61 3.14 -2.39
C 0.76 3.50 -1.15
C 0.17 2.94 0.03
C 0.01 3.78 1.13
C -0.64 3.35 2.29
C -1.16 2.08 2.35
C -1.00 1.20 1.27
C -0.29 1.60 0.13
O 0.09 0.65 -0.74
H -3.50 4.23 -0.89
H -3.98 2.55 -1.20
H -3.84 3.70 -2.56
H -3.56 1.38 -3.13
H -2.69 -0.11 -4.86
H -0.28 -0.11 -5.44
H 1.26 1.42 -4.25
H 1.17 3.67 -3.06
H 1.42 4.36 -1.01
H 0.37 4.80 1.07
H -0.75 4.04 3.12
H -1.73 1.76 3.22
H -1.57 0.27 1.23
C 4.81 0.66 -0.46
S 4.00 0.24 1.07
C 4.30 -1.52 1.09
O 2.49 0.43 0.75
H 5.87 0.48 -0.33
H 4.64 1.72 -0.64
H 4.41 0.06 -1.28
H 5.38 -1.66 1.18
H 3.94 -1.98 0.16
H 3.81 -1.94 1.96
*
```

For the energy above the lowest of the compared OMol25 structures with the same formula, charge and spin, the calculation gives 7.9 kcal/mol. As for the HOMO-LUMO gap (spin up / spin down): 7.074 / 4.731 eV.

Atom charges from the Löwdin analysis, given in e for atoms 1 to 6:
1. Ru 1.5201
2. O -0.1290
3. C -0.2754
4. C 0.0645
5. C 0.0036
6. C 0.0454

One molecule with the formula C25H26N4O5 at a distorted geometry, computed with the ωB97M-V functional and the def2-TZVPD basis.

The geometry in ORCA input format:
```
! RIJCOSX wB97M-V def2-TZVPD def2/J DEFGRID3
* xyz 0 1
C 6.59 -3.98 0.71
O 5.59 -3.93 -0.27
C 5.82 -4.55 -1.47
C 6.99 -5.22 -1.80
C 7.12 -5.81 -3.05
C 6.09 -5.74 -3.97
C 4.92 -5.07 -3.65
C 4.77 -4.47 -2.41
N 3.63 -3.78 -2.01
C 2.47 -3.56 -2.70
O 2.24 -3.98 -3.81
C 1.47 -2.76 -1.94
C 0.12 -2.97 -2.21
C -0.87 -2.27 -1.55
C -0.52 -1.32 -0.61
N -1.46 -0.57 0.10
C -2.81 -0.58 0.02
O -3.48 -1.28 -0.71
C -3.44 0.39 1.02
N -2.58 1.53 1.27
C -2.57 2.46 0.14
C -2.15 3.85 0.58
N -3.14 4.38 1.50
C -3.48 5.69 1.37
O -2.90 6.43 0.59
C -4.58 6.23 2.20
C -4.92 7.56 2.30
C -6.04 7.61 3.15
C -6.32 6.32 3.49
O -5.44 5.48 2.93
C -3.73 3.43 2.41
C -2.80 2.22 2.53
C 0.83 -1.07 -0.35
C 1.81 -1.79 -1.00
H 6.19 -3.43 1.57
H 6.81 -5.01 1.01
H 7.51 -3.49 0.37
H 7.80 -5.29 -1.10
H 8.03 -6.33 -3.29
H 6.20 -6.19 -4.94
H 4.11 -5.00 -4.36
H 3.69 -3.44 -1.06
H -0.14 -3.71 -2.96
H -1.91 -2.45 -1.77
H -1.09 0.11 0.76
H -4.44 0.67 0.63
H -3.58 -0.17 1.94
H -1.88 2.08 -0.62
H -3.57 2.52 -0.32
H -2.10 4.53 -0.28
H -1.16 3.82 1.05
H -4.41 8.37 1.83
H -6.58 8.49 3.46
H -7.08 5.89 4.11
H -4.72 3.11 2.05
H -3.85 3.88 3.40
H -1.83 2.55 2.92
H -3.22 1.51 3.26
H 1.11 -0.31 0.37
H 2.85 -1.56 -0.80
*
```

For the energy above the lowest of the compared OMol25 structures with the same formula, charge and spin, the calculation gives 0.0 kcal/mol. As for the HOMO-LUMO gap: 8.499 eV. Its structure (SMILES) is COc1ccccc1NC(=O)c1ccc(NC(=O)CN2CCN(C(=O)c3ccco3)CC2)cc1.

Atom charges from the Löwdin analysis, given in e for atoms 1 to 6:
1. C -0.0840
2. O -0.1014
3. C -0.2064
4. C -0.0308
5. C -0.0947
6. C -0.0883

C25H26N4O9P2W as an isolated structure, computed with the ωB97M-V functional and the def2-TZVPD basis.

The geometry in ORCA input format:
```
! RIJCOSX wB97M-V def2-TZVPD def2/J DEFGRID3
* xyz 0 3
W 0.02 0.03 0.14
C -2.80 -1.24 0.98
N -1.36 -1.34 1.29
C -0.94 -2.74 1.03
C -1.15 -1.03 2.73
C 0.32 -0.98 2.99
C 0.90 -1.36 4.20
C 2.28 -1.33 4.34
C 3.07 -0.97 3.25
C 2.48 -0.60 2.05
C 1.09 -0.57 1.90
H -3.34 -2.00 1.56
H -2.96 -1.40 -0.08
H -3.17 -0.25 1.24
H -1.55 -3.42 1.63
H 0.11 -2.87 1.27
H -1.09 -2.97 -0.03
H -1.66 -1.79 3.34
H -1.63 -0.07 2.93
H 0.27 -1.68 5.02
H 2.73 -1.63 5.27
H 4.15 -0.99 3.34
H 3.11 -0.35 1.21
C 4.00 7.36 -0.95
O 2.81 6.74 -1.40
C 1.72 6.82 -0.60
C 0.55 6.23 -1.10
C -0.60 6.23 -0.35
C -0.63 6.84 0.90
C 0.51 7.48 1.36
C 1.69 7.46 0.64
N -1.79 6.96 1.75
N -2.59 6.03 1.93
C -2.35 4.72 1.39
C -3.31 4.17 0.58
C -3.14 2.90 -0.02
C -2.01 2.17 0.25
O -1.73 0.99 -0.25
C -1.05 2.70 1.16
N 0.02 1.87 1.40
C 0.95 2.31 2.22
C 0.87 3.55 2.87
C -0.20 4.37 2.65
C -1.20 3.96 1.74
H 4.73 7.20 -1.74
H 4.36 6.91 -0.02
H 3.85 8.44 -0.80
H 0.59 5.76 -2.07
H -1.49 5.77 -0.76
H 0.47 8.00 2.31
H 2.57 7.95 1.03
H -4.20 4.75 0.37
H -3.89 2.51 -0.69
H 1.80 1.65 2.39
H 1.66 3.84 3.55
H -0.28 5.31 3.17
O 0.60 1.19 -3.77
P 0.74 0.33 -2.46
O 1.11 1.21 -1.28
O -0.50 -0.45 -2.04
O 1.88 -0.72 -2.82
P 1.91 -2.05 -1.79
O 0.78 -2.97 -2.43
O 3.22 -2.68 -1.80
O 1.35 -1.46 -0.49
H 0.97 0.76 -4.55
H -0.05 -2.46 -2.47
*
```

For the energy above the lowest of the compared OMol25 structures with the same formula, charge and spin, the calculation gives 0.0 kcal/mol. As for the HOMO-LUMO gap (spin up / spin down): 6.845 / 7.132 eV.

Atom charges from the Löwdin analysis, given in e for atoms 1 to 6:
1. W 1.7333
2. C -0.0713
3. N -0.3637
4. C -0.0580
5. C -0.1440
6. C -0.2587